1.
An isolated molecule of C11H21NO2 in a non-equilibrium geometry. Source: the OMol25 dataset; level of theory: ωB97M-V/def2-TZVPD.

```
35
Properties=species:S:1:pos:R:3
C 2.829 -0.699 -2.008
C 1.695 -0.559 -1.007
C 0.866 -1.578 -0.566
N 1.018 -2.905 -0.978
C -0.167 -3.708 -1.321
C 2.210 -3.594 -0.468
C 1.357 0.813 -0.530
O 2.246 1.692 -0.537
O 0.050 0.969 -0.142
C -0.188 2.176 0.553
C -1.613 2.210 1.125
C -2.644 2.345 0.001
C -1.875 0.921 1.917
C -1.763 3.365 2.122
H 2.731 -1.668 -2.484
H 2.778 0.023 -2.779
H 3.779 -0.638 -1.469
H 0.044 -1.370 0.148
H -0.465 -4.426 -0.540
H 0.061 -4.284 -2.221
H -1.034 -3.058 -1.549
H 2.724 -2.998 0.291
H 2.918 -3.812 -1.264
H 1.949 -4.513 0.032
H 0.557 2.255 1.364
H -0.066 3.013 -0.125
H -2.582 3.346 -0.461
H -3.663 2.181 0.355
H -2.449 1.705 -0.861
H -1.868 0.069 1.230
H -1.188 0.765 2.738
H -2.866 0.971 2.345
H -1.240 4.243 1.736
H -2.838 3.679 2.241
H -1.304 3.070 3.113
```

Frontier orbital gap in eV: 8.850
Total charge: 0
Multiplicity: 1
LUMO in eV: 0.72
Highest occupied orbital energy in eV: -8.126
SMILES: C/C(=C\N(C)C)C(=O)OCC(C)(C)C

Mulliken atomic charge list, values in e, 2 entries: C -1.392; C 0.618

=====

2.
A cluster of 2 separate species, C6H11N in total. Source: the OMol25 dataset; level of theory: ωB97M-V/def2-TZVPD.

```
18
Properties=species:S:1:pos:R:3
C 2.662 0.007 0.463
C 1.321 -0.527 0.915
C 0.463 0.206 1.665
N -0.533 0.839 1.891
H 3.060 -0.618 -0.343
H 2.585 1.034 0.091
H 3.395 -0.003 1.277
H 1.260 -1.603 1.068
H -1.015 0.795 0.774
C -0.070 -0.295 -0.906
C -1.177 0.507 -0.655
C -2.591 -0.049 -0.703
H -0.198 -1.372 -0.990
H 0.808 0.110 -1.400
H -1.084 1.554 -0.952
H -3.235 0.346 0.090
H -3.059 0.211 -1.661
H -2.592 -1.141 -0.624
```

Frontier orbital gap in eV: 9.807
Total charge: 0
Multiplicity: 1
LUMO in eV: 0.97
Highest occupied orbital energy in eV: -8.835
SMILES: CC=C=N.C=CC

Mulliken atomic charge list, values in e, 2 entries: C -1.129; C -0.173

=====

3.
A structure of composition C17H34BeCl3N4O13P2S in a non-equilibrium geometry. Source: the OMol25 dataset; level of theory: ωB97M-V/def2-TZVPD.

```
75
Properties=species:S:1:pos:R:3
C -1.110 -0.371 -5.655
C -1.420 -0.030 -4.073
P -0.127 -0.841 -2.872
C 0.720 -2.230 -3.940
O 1.065 0.340 -2.351
C 2.163 -0.413 -1.723
O 1.827 -1.517 -1.001
C 3.758 -0.031 -1.755
C 4.620 0.287 -0.371
C 3.953 0.299 1.151
C 3.781 1.919 1.529
C 2.644 2.657 0.584
O 3.558 2.153 2.971
C 6.219 0.640 -0.484
N 6.991 0.675 -1.786
C 6.263 0.410 -3.101
C 4.639 0.059 -3.166
P 3.883 -0.216 -4.903
O 4.975 0.673 -5.986
O 2.356 0.668 -5.084
H -1.453 -1.479 -5.931
H 0.018 -0.247 -5.960
H -1.769 0.331 -6.350
H -2.480 -0.460 -3.801
H -1.400 1.127 -3.824
H 1.408 -1.745 -4.753
H -0.118 -2.894 -4.432
H 1.325 -2.906 -3.164
H 4.715 -0.226 1.904
H 2.876 -0.156 1.189
H 4.824 2.406 1.215
H 2.408 2.037 -0.392
H 1.600 2.807 1.139
H 2.998 3.730 0.199
H 2.734 2.727 3.016
H 6.813 0.882 0.506
H 8.024 0.877 -1.800
H 6.898 0.459 -4.095
H 4.912 1.624 -5.617
H 2.451 1.397 -4.376
O -3.460 -0.545 -1.942
H -2.681 -0.342 -1.457
N 3.902 -3.428 0.232
O 4.509 -3.195 1.290
O 2.748 -3.888 0.266
O 4.448 -3.202 -0.861
Be 2.268 -0.202 2.524
C -0.260 3.084 4.133
O 0.411 3.470 3.189
N -1.553 3.420 4.296
N 0.230 2.286 5.099
H -2.113 3.107 5.070
H -1.967 4.020 3.595
H 1.197 2.005 5.021
H -0.316 1.963 5.880
O -4.662 -1.925 3.140
S -5.054 -3.073 2.351
O -4.198 -3.627 1.323
O -6.529 -2.799 1.714
C -6.726 -1.632 0.928
C -6.110 -1.780 -0.451
C -5.521 -4.385 3.450
H -6.337 -0.747 1.444
H -7.808 -1.494 0.822
H -5.020 -1.839 -0.392
H -6.366 -0.924 -1.084
H -6.459 -2.698 -0.934
H -6.200 -3.989 4.208
H -4.614 -4.768 3.921
H -6.001 -5.177 2.871
C -5.460 3.481 5.589
Cl -4.095 2.560 6.242
Cl -5.289 3.692 3.839
Cl -6.992 2.676 5.971
H -5.465 4.469 6.057
```

Frontier orbital gap in eV: 2.134
Total charge: +1
Multiplicity: 1
LUMO in eV: -7.50
Highest occupied orbital energy in eV: -9.634

Mulliken atomic charge list, values in e, 2 entries: C -0.906; C -0.286

=====

4.
A cluster of 2 separate species, C3H11NOS in total. Source: the OMol25 dataset; level of theory: ωB97M-V/def2-TZVPD.

```
17
Properties=species:S:1:pos:R:3
C 2.201 1.485 -1.442
C 2.038 1.366 0.078
S 0.351 1.693 0.649
H 1.708 0.655 -1.962
H 1.704 2.379 -1.799
H 3.273 1.431 -1.678
H 2.724 2.048 0.561
H 2.237 0.359 0.436
H 0.363 3.029 0.586
N -2.226 -0.750 0.396
C -2.149 -2.153 0.111
O -2.113 -3.021 1.264
H -1.398 -0.469 0.908
H -3.034 -0.533 0.969
H -1.245 -2.338 -0.464
H -3.012 -2.508 -0.450
H -1.421 -2.673 1.835
```

Frontier orbital gap in eV: 9.853
Total charge: 0
Multiplicity: 1
LUMO in eV: 0.68
Highest occupied orbital energy in eV: -9.175
SMILES: CCS.NCO

Mulliken atomic charge list, values in e, 2 entries: C -0.877; C -0.467

=====

5.
A structure of composition C9H15O3PPt in a non-equilibrium geometry. Source: the OMol25 dataset; level of theory: ωB97M-V/def2-TZVPD.

```
29
Properties=species:S:1:pos:R:3
O 0.017 4.165 -3.773
C 0.327 3.228 -3.185
Pt 0.348 -1.633 -2.008
C 1.955 -1.516 -2.924
C -1.276 -1.437 -2.932
O 2.906 -1.147 -3.501
O -2.265 -1.038 -3.419
C 2.498 -0.455 0.687
C 1.123 -1.076 0.884
P -0.134 -0.302 -0.149
C -1.788 -0.922 0.236
C -2.104 -1.089 1.716
C -0.102 1.475 0.285
C -0.199 1.778 1.780
H 2.888 -0.626 -0.313
H 3.200 -0.913 1.390
H 2.514 0.622 0.864
H 1.155 -2.135 0.595
H 0.750 -0.976 1.908
H -2.476 -0.198 -0.231
H -1.925 -1.874 -0.298
H -2.312 -0.137 2.206
H -3.004 -1.705 1.785
H -1.307 -1.601 2.259
H 0.814 1.919 -0.135
H -0.934 1.960 -0.250
H 0.532 1.228 2.378
H -0.014 2.845 1.957
H -1.188 1.559 2.188
```

Frontier orbital gap (alpha / beta) in eV: 8.225 / 6.440
Total charge: +2
Multiplicity: 3
LUMO (alpha / beta) in eV: -9.45 / -12.33
<S²>: 2.008
Highest occupied orbital energy (alpha / beta) in eV: -17.676 / -18.768

Mulliken atomic charge list, values in e, 2 entries: O -0.150; C 0.148

=====

6.
An isolated molecule of CH3Br2PS in a non-equilibrium geometry. Source: the OMol25 dataset; level of theory: ωB97M-V/def2-TZVPD.

```
8
Properties=species:S:1:pos:R:3
C 0.135 0.875 -1.117
S 0.485 0.789 0.672
P -0.872 -0.694 1.199
Br 0.366 -2.849 0.296
Br -0.374 -0.825 3.320
H -0.864 1.266 -1.279
H 0.246 -0.111 -1.560
H 0.877 1.549 -1.532
```

Frontier orbital gap in eV: 8.218
Total charge: 0
Multiplicity: 1
LUMO in eV: -1.18
Highest occupied orbital energy in eV: -9.394
SMILES: CSP(Br)Br

Mulliken atomic charge list, values in e, 2 entries: C -0.800; S 0.008

=====

7.
A structure of composition C23H44IrNP3Se in a non-equilibrium geometry. Source: the OMol25 dataset; level of theory: ωB97M-V/def2-TZVPD.

```
73
Properties=species:S:1:pos:R:3
Ir -0.043 -0.868 0.606
P -1.390 -2.630 1.080
P 1.652 -0.824 2.203
P 1.312 -1.826 -0.824
H -3.784 2.463 -4.961
C -3.545 1.370 -5.059
C -3.192 0.467 -4.098
H -3.135 0.652 -2.987
C -2.734 -1.983 2.173
C -0.572 -3.969 2.028
C -2.086 -3.107 -0.544
C 2.885 0.547 2.452
C 0.725 -0.848 3.804
C 2.701 -2.330 2.307
C 0.738 -1.578 -2.540
C 1.575 -3.646 -0.803
C 3.056 -1.233 -1.021
H -3.692 0.999 -6.137
H -3.079 -0.548 -4.526
H -3.492 -1.467 1.560
H -2.302 -1.262 2.889
H -3.256 -2.741 2.785
H -0.077 -3.542 2.916
H 0.165 -4.507 1.413
H -1.352 -4.659 2.382
H -2.711 -2.290 -0.935
H -2.703 -4.004 -0.434
H -1.313 -3.327 -1.294
H 3.778 0.053 2.896
H 2.502 1.306 3.184
H 3.149 1.007 1.472
H 1.403 -1.275 4.559
H -0.190 -1.463 3.739
H 0.482 0.184 4.111
H 3.341 -2.185 3.190
H 3.361 -2.429 1.435
H 2.096 -3.239 2.447
H 1.267 -2.310 -3.175
H 1.001 -0.548 -2.828
H -0.350 -1.718 -2.576
H 2.174 -3.864 -1.695
H 0.632 -4.197 -0.872
H 2.124 -4.005 0.074
H 3.556 -1.958 -1.688
H 3.610 -1.154 -0.074
H 3.029 -0.243 -1.508
C 1.608 2.889 -2.825
C 0.212 2.735 -2.863
C -0.510 3.003 -4.025
C 0.168 3.375 -5.196
C 1.566 3.512 -5.185
C 2.272 3.293 -3.998
Se 2.659 2.532 -1.214
H 1.652 1.746 -0.534
H -0.272 2.330 -1.974
H -1.602 2.896 -3.989
H -0.351 3.554 -6.135
H 2.060 3.776 -6.125
H 3.363 3.351 -4.000
C -2.044 3.733 4.456
C -1.634 2.874 3.300
C -0.286 2.793 2.955
C 0.123 1.959 1.910
N -0.713 1.016 1.409
C -2.041 1.215 1.565
C -2.515 2.126 2.504
H -1.259 3.635 5.223
H -2.156 4.810 4.225
H -2.977 3.360 4.890
H 0.476 3.365 3.492
H 1.135 2.060 1.468
H -2.667 0.610 0.904
H -3.580 2.184 2.634
```

Frontier orbital gap (alpha / beta) in eV: 7.029 / 4.447
Total charge: +3
Multiplicity: 5
LUMO (alpha / beta) in eV: -7.90 / -12.04
<S²>: 6.027
Highest occupied orbital energy (alpha / beta) in eV: -14.929 / -16.490

Mulliken atomic charge list, values in e, 2 entries: Ir 0.772; P 0.422

=====

8.
A cluster of 5 separate species, C18H30F6N2O7 in total in a non-equilibrium geometry. Source: the OMol25 dataset; level of theory: ωB97M-V/def2-TZVPD.

```
63
Properties=species:S:1:pos:R:3
C 2.596 1.723 -1.256
C 1.148 2.057 -0.837
O 0.842 2.038 0.526
C 0.763 0.881 1.245
O 0.882 -0.257 0.782
C 0.566 1.120 2.758
F -0.066 0.054 3.227
F 1.672 1.119 3.435
F -0.093 2.227 3.073
H 3.257 2.170 -0.513
H 2.700 2.072 -2.283
H 2.657 0.635 -1.245
H 0.320 1.584 -1.366
H 0.943 3.096 -1.096
C 2.621 -1.138 5.560
C 1.799 -1.292 6.880
O 2.606 -1.997 7.807
C 2.810 -3.312 7.741
O 2.550 -3.930 6.726
C 3.544 -3.940 8.931
F 4.470 -4.803 8.500
F 4.043 -2.976 9.734
F 2.675 -4.693 9.609
H 2.113 -0.329 5.035
H 2.560 -2.014 4.915
H 3.616 -0.732 5.738
H 0.891 -1.890 6.798
H 1.505 -0.340 7.321
C -1.023 -0.996 -2.506
O -0.447 0.148 -3.136
C 0.452 -0.129 -4.223
C -0.424 -0.639 -5.423
O -0.917 -2.034 -5.252
C -1.704 -2.649 -6.264
C -3.251 -2.341 -5.975
O -3.982 -3.172 -6.912
C -5.377 -3.286 -6.658
H -1.203 -0.670 -1.482
H -0.282 -1.795 -2.467
H -1.849 -1.387 -3.098
H 1.252 -0.848 -4.043
H 0.772 0.835 -4.618
H 0.218 -0.532 -6.297
H -1.267 0.045 -5.523
H -1.438 -3.706 -6.259
H -1.643 -2.223 -7.265
H -3.462 -1.280 -6.110
H -3.524 -2.705 -4.985
H -5.399 -3.451 -5.581
H -5.913 -4.113 -7.124
H -5.743 -2.276 -6.840
C -2.725 3.229 -0.660
C -2.693 2.497 0.631
N -2.609 2.061 1.691
H -2.433 2.479 -1.395
H -1.899 3.936 -0.596
H -3.632 3.729 -1.000
C 0.939 5.633 2.439
C 1.188 5.695 0.957
N 1.380 5.721 -0.151
H -0.139 5.539 2.572
H 1.194 6.614 2.839
H 1.594 4.943 2.971
```

Frontier orbital gap in eV: 10.188
Total charge: 0
Multiplicity: 1
LUMO in eV: 0.49
Highest occupied orbital energy in eV: -9.696
SMILES: CCOC(=O)C(F)(F)F.CCOC(=O)C(F)(F)F.COCCOCCOC.CC#N.CC#N

Mulliken atomic charge list, values in e, 2 entries: C -1.252; C -0.132